{
  "formula": "C28H45BrN2P2Zn",
  "method": "ωB97M-V/def2-TZVPD",
  "e_homo_ha": -0.4456,
  "charge": 2,
  "de_lowest_kcal_mol": 11.2,
  "symbols": ["N", "C", "C", "C", "C", "C", "C", "Zn", "P", "C", "C", "C", "C", "C", "C", "C", "Br", "H", "H", "H", "H", "H", "H", "H", "H", "H", "H", "P", "C", "C", "H", "H", "H", "H", "H", "C", "C", "H", "H", "H", "H", "H", "C", "C", "H", "H", "H", "H", "H", "C", "C", "H", "H", "H", "H", "H", "C", "C", "H", "H", "H", "H", "H", "C", "C", "H", "H", "H", "H", "H", "C", "C", "C", "N", "H", "H", "H", "H", "H"],
  "xyz": [[5.251148, -9.569216, -2.010631], [4.150158, -9.696683, -1.267997], [3.371951, -8.573034, -0.907665], [3.735212, -7.277028, -1.370306], [4.924061, -7.200013, -2.137119], [5.636349, -8.377084, -2.462280], [2.961363, -6.064345, -1.065527], [0.075750, 0.167977, -0.344465], [-2.586908, 3.310476, -3.885867], [3.124692, -4.852301, -1.678236], [2.302313, -3.704523, -1.431180], [2.177727, -2.814154, -2.513019], [1.231665, -1.797334, -2.500863], [0.363606, -1.723433, -1.397169], [0.527814, -2.528446, -0.242527], [1.508161, -3.539617, -0.265993], [-1.508419, -0.819857, -2.149926], [2.132991, -6.214050, -0.362771], [3.813891, -4.815310, -2.525137], [2.512623, -8.743127, -0.271131], [5.317117, -6.238599, -2.448120], [3.894849, -10.703724, -0.916911], [6.542312, -8.340086, -3.075283], [2.786432, -2.999536, -3.399071], [1.645565, -4.216627, 0.579737], [1.177043, -1.094117, -3.337273], [-0.042008, -2.322809, 0.677557], [2.051310, 1.239624, -0.235158], [-3.471460, 1.722433, -3.742054], [-4.381459, 1.507130, -4.949725], [-4.021733, 1.724378, -2.790433], [-2.699555, 0.948661, -3.676453], [-5.031357, 0.640370, -4.788388], [-5.018466, 2.378666, -5.144614], [-3.786591, 1.320878, -5.852774], [-1.021556, 2.883793, -4.723276], [-0.608624, 4.099943, -5.559894], [-1.175403, 1.991112, -5.347183], [-0.288167, 2.652662, -3.940043], [0.193563, 3.846766, -6.257158], [-1.456758, 4.485981, -6.140479], [-0.247854, 4.913554, -4.918394], [-2.123490, 3.655250, -2.150658], [-3.148967, 4.646085, -1.583282], [-1.088929, 4.036722, -2.163401], [-2.160649, 2.707398, -1.588131], [-2.763117, 5.128848, -0.679164], [-3.434797, 5.428190, -2.301121], [-4.064738, 4.107552, -1.309435], [2.085429, 2.676463, 0.909218], [3.360940, 2.998105, 1.688891], [1.251274, 2.452123, 1.592604], [1.801940, 3.558575, 0.313558], [3.547460, 2.306976, 2.518217], [4.251352, 3.017754, 1.052615], [3.257875, 3.997839, 2.123755], [2.356013, 1.872517, -1.915758], [3.425229, 1.222602, -2.795597], [2.615112, 2.929807, -1.771333], [1.372838, 1.821043, -2.415740], [4.430270, 1.406304, -2.400503], [3.312781, 0.139981, -2.939698], [3.392747, 1.677905, -3.796960], [3.486188, 0.224806, 0.192072], [3.455288, -0.511831, 1.534054], [4.338982, 0.917410, 0.143447], [3.580872, -0.499645, -0.629415], [3.911323, -1.502302, 1.399043], [4.054632, 0.013924, 2.289842], [2.447517, -0.675051, 1.944846], [-2.781395, 0.415894, 4.237632], [-1.340531, -0.084312, 3.986805], [-0.955410, 0.119606, 2.596650], [-0.748208, 0.197229, 1.448354], [-2.893360, 1.454055, 3.900115], [-3.085653, 0.371374, 5.284782], [-3.490011, -0.194479, 3.656062], [-0.637763, 0.442517, 4.652673], [-1.249367, -1.161283, 4.212085]],
  "atomic_forces_ev_per_a": [[0.013, -0.462, -0.259], [0.015, 1.345, 0.099], [0.404, 0.094, -0.426], [0.926, -0.938, -0.249], [-0.041, -0.748, 0.039], [-0.900, 0.782, 0.720], [-0.162, 0.388, -0.302], [-0.361, -0.220, -0.080], [-0.874, 0.782, -0.521], [0.425, -1.933, 0.489], [-0.880, -0.321, -0.149], [-0.259, 0.763, 0.216], [0.316, -0.438, -0.112], [-0.652, 0.310, -0.861], [-0.193, -0.521, -0.033], [-0.180, 1.054, -0.450], [1.905, -0.475, 1.592], [0.353, 0.170, -0.053], [-0.135, 0.234, 0.358], [-0.115, 0.209, -0.065], [-0.031, -0.128, -0.091], [0.087, 0.467, -0.172], [-0.324, -0.014, 0.271], [-0.093, 0.312, 0.244], [-0.056, 0.468, -0.144], [-0.327, -0.452, 0.221], [-0.050, -0.553, -0.647], [1.244, 0.821, -0.002], [0.029, -0.073, 0.135], [-0.150, -0.356, -0.023], [-0.039, 0.027, -0.251], [-0.129, -0.297, -0.018], [0.083, 0.102, -0.146], [0.195, -0.175, 0.143], [-0.146, 0.064, 0.140], [0.005, -0.039, 0.045], [0.355, -0.042, -0.168], [0.070, 0.219, 0.115], [0.209, -0.143, -0.258], [0.000, 0.072, 0.048], [0.225, -0.154, 0.168], [-0.131, -0.109, -0.118], [0.101, -0.089, -0.088], [0.077, 0.066, 0.465], [-0.334, 0.056, 0.194], [0.259, 0.171, 0.108], [-0.162, -0.030, -0.066], [0.258, -0.286, 0.175], [0.114, 0.167, -0.069], [-0.693, -0.001, 0.110], [0.236, -0.028, 0.085], [0.236, 0.445, 0.003], [-0.151, -0.323, 0.135], [-0.088, 0.057, -0.254], [-0.136, 0.029, 0.054], [0.016, -0.191, -0.081], [-0.159, 0.331, -0.442], [0.322, -0.056, -0.270], [-0.185, -0.125, -0.233], [0.385, 0.282, 0.019], [-0.184, -0.088, -0.045], [-0.092, 0.250, 0.173], [-0.031, -0.099, 0.350], [0.030, -0.332, -0.243], [0.242, -0.283, 0.337], [-0.117, -0.318, -0.106], [0.108, 0.222, 0.130], [-0.141, 0.272, 0.155], [-0.305, -0.145, -0.193], [0.195, 0.107, -0.167], [-0.541, 0.082, -0.731], [-0.064, 0.128, 0.822], [0.156, -0.187, -2.441], [-0.640, -0.232, 2.955], [0.071, -0.234, 0.147], [0.403, -0.142, -0.087], [0.220, 0.217, 0.241], [-0.064, -0.138, -0.377], [0.032, 0.352, -0.210]],
  "lowdin_charge": [0.0639, -0.1097, 0.0010, -0.2038, -0.0071, -0.1097, 0.0131, 0.4464, 0.9488, -0.0453, -0.1927, -0.0006, -0.1355, -0.5363, -0.0953, 0.0157, 0.7717, 0.1219, 0.1138, 0.1071, 0.0999, 0.1187, 0.1169, 0.1379, 0.1297, 0.1158, 0.1048, 0.8952, -0.4727, -0.1623, 0.0797, -0.0267, 0.0719, 0.0723, 0.0718, -0.4351, -0.1779, 0.0804, 0.0412, 0.0678, 0.0662, 0.0702, -0.4501, -0.1772, 0.0697, 0.0469, 0.0659, 0.0664, 0.0706, -0.3653, -0.1170, 0.0628, 0.0939, 0.0736, 0.0813, 0.0909, -0.3777, -0.1217, 0.0950, 0.0523, 0.0848, 0.0556, 0.0939, -0.3740, -0.1202, 0.0967, 0.0782, 0.0830, 0.0786, 0.0593, -0.0654, -0.1772, -0.0784, 0.1338, 0.0903, 0.0940, 0.0931, 0.1386, 0.1420]
}

{
  "formula": "C28H45ClNO21",
  "method": "ωB97M-V/def2-TZVPD",
  "e_homo_ha": -0.4580,
  "charge": 1,
  "de_lowest_kcal_mol": 0.0,
  "symbols": ["C", "O", "C", "N", "C", "C", "C", "C", "O", "Cl", "C", "C", "O", "O", "C", "C", "C", "C", "O", "C", "O", "H", "H", "H", "H", "H", "H", "H", "H", "H", "H", "H", "H", "H", "H", "H", "C", "O", "C", "O", "O", "C", "H", "H", "H", "H", "H", "H", "C", "O", "C", "O", "O", "C", "H", "H", "H", "H", "H", "H", "C", "O", "C", "O", "O", "C", "H", "H", "H", "H", "H", "H", "C", "O", "C", "O", "O", "C", "H", "H", "H", "H", "H", "H", "C", "O", "C", "O", "O", "C", "H", "H", "H", "H", "H", "H"],
  "xyz": [[-1.397210, -2.255862, 1.872639], [-1.526117, -1.075895, 1.088392], [-0.614183, -0.920703, 0.074172], [0.811456, -1.042089, 0.521342], [1.557572, -2.012737, -0.037337], [2.879805, -2.191228, 0.270611], [3.700090, -3.215204, -0.466337], [4.318450, -2.538750, -1.688945], [3.682796, -1.817125, -2.390934], [5.975642, -2.911402, -1.984177], [3.430694, -1.328666, 1.221520], [4.899000, -1.390991, 1.562158], [5.690125, -0.899071, 0.816916], [5.237199, -1.967087, 2.722285], [2.650391, -0.334023, 1.790063], [1.328175, -0.176001, 1.425439], [0.514148, 0.958539, 1.959659], [0.724935, 2.256092, 1.135074], [0.858244, 3.370622, 1.990576], [2.101881, 3.518670, 2.521561], [2.294670, 3.807337, 3.655754], [-0.451635, -2.286172, 2.419685], [-2.201710, -2.229329, 2.602456], [-1.523710, -3.159275, 1.270092], [-0.741231, 0.074117, -0.349430], [-0.752815, -1.664708, -0.714392], [1.068054, -2.640389, -0.768696], [3.056040, -4.005623, -0.852316], [4.464981, -3.661855, 0.164809], [4.517363, -2.494845, 3.091698], [3.070194, 0.355823, 2.512583], [0.856840, 1.148565, 2.977984], [-0.540406, 0.708940, 2.016703], [-0.128765, 2.421366, 0.481947], [1.609760, 2.160761, 0.493954], [2.907374, 3.374895, 1.781947], [-3.035300, -7.743372, 0.541462], [-3.109567, -6.548528, 1.334058], [-4.275173, -6.403444, 1.973775], [-5.198162, -7.167443, 1.929550], [-4.236359, -5.258156, 2.655517], [-5.434775, -4.976245, 3.395739], [-2.049349, -7.736375, 0.086701], [-3.151421, -8.624366, 1.167901], [-3.803508, -7.738349, -0.229377], [-5.616117, -5.752666, 4.134943], [-6.287926, -4.897577, 2.725290], [-5.260150, -4.025096, 3.888831], [-5.654065, 3.109515, -1.661104], [-4.354110, 3.029442, -1.058416], [-4.283145, 3.570903, 0.154680], [-5.182105, 4.086774, 0.758551], [-3.026138, 3.439310, 0.596243], [-2.803002, 3.981259, 1.902328], [-5.557614, 2.635215, -2.632375], [-6.387522, 2.581253, -1.056161], [-5.954635, 4.147821, -1.779820], [-3.421087, 3.478131, 2.643553], [-2.998916, 5.050545, 1.930199], [-1.752284, 3.801023, 2.116137], [-8.142774, -3.780518, -3.833682], [-6.864948, -4.309473, -3.454791], [-6.524175, -4.070997, -2.195091], [-7.169115, -3.462681, -1.382741], [-5.326203, -4.623899, -1.972219], [-4.854140, -4.452402, -0.637266], [-8.276068, -4.054248, -4.875082], [-8.931377, -4.219673, -3.226989], [-8.154405, -2.698182, -3.725630], [-5.537320, -4.917121, 0.071968], [-4.745639, -3.394423, -0.399541], [-3.885608, -4.941728, -0.591932], [5.450330, 5.197139, 4.208562], [6.143951, 6.345839, 3.718595], [6.084606, 6.476013, 2.394318], [5.504078, 5.731103, 1.642874], [6.767430, 7.558781, 2.045780], [6.789788, 7.825275, 0.639209], [5.562363, 5.203601, 5.288360], [4.395628, 5.249697, 3.950556], [5.886531, 4.288441, 3.796201], [5.780833, 7.985729, 0.265143], [7.255872, 7.002011, 0.102031], [7.379091, 8.728726, 0.521616], [3.130078, 0.411648, -4.279947], [2.671718, 1.607611, -4.914081], [3.651336, 2.453279, -5.248420], [4.823078, 2.276256, -5.045472], [3.105778, 3.512269, -5.835961], [4.049353, 4.504376, -6.260531], [2.237590, -0.169692, -4.068294], [3.788220, -0.152416, -4.937002], [3.654301, 0.640706, -3.355003], [4.740118, 4.086002, -6.989049], [4.603954, 4.892651, -5.409022], [3.460080, 5.294027, -6.715128]],
  "atomic_forces_ev_per_a": [[-0.334, -0.302, 0.097], [0.274, 0.267, 0.223], [-0.404, -0.068, -0.185], [0.069, 0.121, -0.008], [-0.059, -0.032, -0.083], [0.198, -0.077, 0.112], [0.091, 0.182, 0.091], [-0.279, 0.191, -0.144], [0.077, -0.124, 0.116], [0.184, -0.117, -0.052], [-0.119, -0.011, 0.135], [0.127, 0.077, -0.162], [-0.064, -0.105, 0.168], [0.069, -0.067, -0.208], [0.172, -0.094, 0.047], [-0.240, -0.054, -0.143], [0.015, 0.099, 0.117], [0.159, -0.205, -0.400], [-0.317, -0.124, 0.262], [0.341, 0.124, -0.108], [-0.177, 0.078, 0.044], [0.071, 0.010, -0.089], [-0.015, 0.047, -0.053], [0.106, 0.008, -0.075], [-0.062, 0.004, 0.028], [0.141, -0.049, -0.004], [-0.081, 0.029, 0.032], [0.041, -0.101, 0.029], [-0.004, -0.016, -0.016], [-0.064, 0.117, 0.126], [0.014, -0.053, 0.000], [-0.006, 0.024, -0.012], [-0.018, -0.011, 0.037], [-0.050, 0.232, 0.070], [0.047, 0.050, 0.035], [0.008, -0.078, -0.054], [0.080, -0.047, -0.068], [0.011, -0.003, 0.012], [0.063, 0.008, -0.013], [-0.044, -0.024, 0.008], [0.054, 0.086, 0.007], [-0.043, 0.078, 0.054], [0.007, 0.031, 0.021], [-0.045, 0.000, 0.005], [-0.034, -0.009, 0.026], [-0.020, -0.037, -0.032], [-0.007, -0.047, -0.007], [0.034, 0.000, -0.013], [-0.059, -0.029, -0.100], [0.024, -0.026, 0.000], [0.004, -0.002, -0.029], [-0.026, 0.011, 0.021], [0.093, -0.054, 0.002], [0.197, -0.029, 0.174], [0.038, -0.004, 0.006], [-0.004, 0.029, 0.034], [-0.008, 0.010, 0.042], [-0.082, 0.022, -0.042], [-0.085, -0.006, -0.071], [-0.003, 0.034, -0.003], [-0.068, 0.000, -0.091], [0.019, -0.002, -0.005], [0.010, -0.042, -0.031], [-0.022, 0.042, 0.028], [0.041, 0.002, -0.017], [0.095, 0.005, 0.058], [0.034, -0.018, 0.001], [0.007, 0.022, 0.039], [-0.004, 0.003, 0.044], [-0.039, 0.041, 0.006], [-0.074, 0.007, 0.030], [-0.007, -0.037, -0.062], [-0.103, -0.082, 0.157], [0.029, -0.015, -0.095], [0.011, 0.041, 0.087], [-0.040, -0.034, -0.059], [0.005, 0.003, 0.001], [0.041, 0.071, -0.058], [0.076, 0.090, -0.011], [0.005, -0.042, -0.019], [-0.024, -0.009, -0.023], [-0.014, -0.039, -0.002], [-0.031, -0.028, 0.000], [0.005, 0.002, 0.035], [-0.097, -0.030, 0.019], [-0.014, -0.012, 0.011], [-0.030, 0.002, -0.032], [0.045, 0.002, 0.020], [-0.019, 0.001, 0.009], [-0.003, 0.098, -0.052], [-0.020, 0.018, -0.018], [0.050, 0.029, 0.005], [0.058, 0.024, -0.018], [0.026, -0.025, 0.027], [0.028, -0.035, 0.007], [-0.032, -0.020, 0.006]],
  "lowdin_charge": [-0.0401, -0.1370, -0.1337, 0.0557, 0.0615, -0.1171, -0.0883, -0.8150, 0.0662, 0.7922, -0.0229, -0.4842, 0.1893, 0.1738, 0.1029, -0.1427, -0.0497, -0.1565, -0.0285, -0.3309, 0.1304, 0.0917, 0.1045, 0.1013, 0.1564, 0.1465, 0.1595, 0.1412, 0.1206, 0.1365, 0.1566, 0.1420, 0.1216, 0.1289, 0.1321, 0.1594, -0.0316, -0.0288, -0.6578, 0.1410, -0.0188, -0.0247, 0.0924, 0.1012, 0.0993, 0.1014, 0.0988, 0.0924, -0.0284, -0.0017, -0.6268, 0.1396, -0.0166, -0.0302, 0.0936, 0.0992, 0.1005, 0.1010, 0.1044, 0.0732, -0.0278, 0.0093, -0.6230, 0.1280, 0.0098, -0.0373, 0.0954, 0.0998, 0.0974, 0.0956, 0.1004, 0.0869, -0.0391, 0.0130, -0.6256, 0.1039, 0.0123, -0.0320, 0.0976, 0.0738, 0.0969, 0.0968, 0.0973, 0.0956, -0.0645, 0.0025, -0.6265, 0.1280, 0.0064, -0.0302, 0.0836, 0.1022, 0.0847, 0.0993, 0.0974, 0.0948]
}